Entry 1:
Formula: C38H50N12
Source: the OMol25 dataset
Level of theory: the ωB97M-V functional and the def2-TZVPD basis

Calculated values
HOMO energy = -8.010 eV
spin multiplicity = 1
LUMO level = 0.0050 hartree
SMILES = c1cc[nH]c1.c1cc[nH]c1.c1cc[nH]c1.c1cc[nH]c1.c1cc[nH]c1.c1cc[nH]c1.c1cc[nH]c1.CC#N.CC#N.CC#N.CC#N.CC#N
energy relative to the best compared isomer or geometry (same formula, charge and spin) = 449.2 kJ/mol
HOMO-LUMO gap = 8.15 eV

Last column: Löwdin charge in e.
Element x y z (Å)
N1 0.30793 -2.74616 7.63274  0.122
N2 0.61139 0.66997 2.03010  0.117
N3 5.48893 7.68595 -0.12658  -0.010
N4 6.24367 -1.63804 7.53556  -0.007
N5 -5.03050 -1.94625 -0.39680  0.105
N6 6.56923 -6.92575 -3.50160  0.015
N7 -0.97587 -6.00678 -5.21482  0.115
N8 -0.97427 7.37484 -3.53155  -0.015
N9 -2.88205 6.35290 8.77202  0.113
N10 -3.30338 1.16037 -9.43571  -0.005
N11 -5.53330 6.47998 0.96350  -0.025
N12 -3.47456 -7.47331 0.14743  0.003
C1 -2.97483 7.61897 -4.50898  -0.142
C2 -2.54652 6.31471 -4.64486  -0.127
C3 -7.55620 6.32840 1.74660  -0.113
C4 -2.30857 2.09956 -9.63587  -0.142
C5 4.53473 8.62660 0.12280  -0.123
C6 -2.28222 -7.90104 0.69474  -0.142
C7 7.55993 -6.74249 -2.57767  -0.146
C8 -1.90441 -8.28274 -6.15616  -0.078
C9 -6.68701 5.65327 2.56423  -0.155
C10 3.82726 6.58311 0.90163  -0.118
C11 -4.42535 -8.46815 0.40709  -0.108
C12 -4.99806 -1.61706 0.74008  -0.266
C13 6.77539 -2.84854 7.19400  -0.125
C14 -4.92309 -1.31010 2.18712  -0.076
C15 -1.37025 4.25156 8.19470  -0.055
C16 -1.28453 1.75293 -8.81767  -0.165
C17 1.00897 -4.11374 5.54204  -0.080
C18 7.00213 -6.50080 -1.29683  -0.115
C19 5.05070 6.43807 0.29118  -0.129
C20 1.02112 0.15116 1.10066  -0.297
C21 -3.79568 -9.38104 1.30119  -0.148
C22 5.42018 -6.57930 -2.83434  -0.160
C23 -5.43289 5.77120 2.09297  -0.157
C24 -1.59980 0.65682 -8.03577  -0.106
C25 -2.47208 -9.06386 1.46337  -0.121
C26 -2.23250 5.46481 8.51326  -0.279
C27 -2.02619 8.28223 -3.74787  -0.120
C28 6.64394 -1.44448 5.36749  -0.142
C29 5.62544 -6.46774 -1.46582  -0.122
C30 -2.89845 0.26144 -8.45057  -0.108
C31 7.15465 -2.73287 5.80851  -0.080
C32 -6.79079 6.95026 0.72349  -0.100
C33 0.69044 -3.35345 6.72569  -0.293
C34 1.68264 -0.31344 -0.13744  -0.063
C35 6.04844 -0.86717 6.38179  -0.163
C36 -1.40195 -7.00932 -5.64383  -0.283
C37 -1.25650 6.15814 -4.05329  -0.118
C38 3.54150 7.90689 0.75346  -0.166
H1 8.59555 -6.83850 -2.86864  0.096
H2 -4.80007 6.62867 0.28500  0.150
H3 -4.45119 5.45506 2.41345  0.114
H4 5.66636 5.61791 -0.04751  0.102
H5 -3.54186 -0.54488 -8.13078  0.096
H6 2.07890 -4.03725 5.34841  0.082
H7 4.68709 9.62414 -0.26204  0.107
H8 -7.04450 7.58761 -0.11067  0.102
H9 4.54594 -6.36000 -3.42933  0.101
H10 4.87609 -6.26195 -0.71581  0.092
H11 2.69126 8.41466 1.18434  0.092
H12 6.33734 7.90157 -0.63037  0.144
H13 -1.02945 0.24665 -7.21549  0.089
H14 -0.33944 2.27443 -8.78250  0.093
H15 -4.87771 -0.22516 2.28164  0.078
H16 -3.89097 8.00144 -4.93419  0.094
H17 -1.07750 -8.72002 -6.71574  0.080
H18 -0.28959 4.33163 8.07692  0.077
H19 -1.64176 3.47715 8.91211  0.073
H20 5.99899 -1.37651 8.47993  0.143
H21 1.36526 -1.30614 -0.45672  0.080
H22 -2.38045 2.87246 -10.38678  0.105
H23 -0.09691 7.55897 -3.06634  0.144
H24 -2.02943 9.33956 -3.52776  0.096
H25 -1.85529 4.00391 7.25050  0.070
H26 -4.17818 1.19737 -9.93917  0.141
H27 -8.61908 6.46456 1.88134  0.087
H28 7.83923 -3.38433 5.28569  0.075
H29 6.80553 -1.08538 4.36184  0.094
H30 -1.41138 -7.27143 0.58684  0.096
H31 -5.40378 -8.39437 -0.04415  0.094
H32 -2.78656 -8.05765 -6.75554  0.084
H33 3.27939 5.92176 1.55651  0.101
H34 0.76920 -5.17661 5.51162  0.085
H35 -4.33269 -10.25726 1.63325  0.088
H36 -3.17829 5.58543 -5.13005  0.086
H37 5.48861 0.05505 6.43183  0.108
H38 -5.82513 -1.61106 2.71989  0.079
H39 -1.88283 -9.69781 2.10936  0.094
H40 2.75913 -0.14522 -0.16864  0.084
H41 7.11279 -3.54640 7.94604  0.097
H42 -0.59224 5.32196 -3.89218  0.102
H43 -4.03644 -1.78446 2.60778  0.080
H44 -2.05591 -9.04088 -5.38781  0.083
H45 1.15875 0.39306 -0.78124  0.079
H46 7.52020 -6.22924 -0.38895  0.089
H47 6.65916 -6.94021 -4.50748  0.149
H48 -3.60752 -6.70245 -0.49146  0.144
H49 -6.87901 5.08134 3.46001  0.097
H50 0.43345 -3.62152 4.75808  0.084

Atomic forces in eV per Å
N 0.60 -0.49 -0.85
N -0.61 0.24 0.77
N -0.16 -0.49 -0.46
N -1.10 -0.08 -0.64
N 0.11 1.28 3.94
N -0.36 1.58 1.64
N -1.03 -2.32 -1.09
N -0.43 1.33 0.36
N -1.42 1.74 0.40
N 0.57 0.04 0.44
N 0.97 1.90 -2.25
N -0.08 -2.40 0.34
C 0.50 0.82 0.93
C 1.44 -2.00 -0.04
C -0.84 2.20 -2.01
C -0.70 -0.80 -0.33
C 0.24 -1.24 -0.02
C 0.55 0.39 0.90
C 1.02 -0.39 1.50
C 0.72 0.12 -0.04
C -0.07 -1.55 2.37
C 1.16 -1.13 0.06
C 1.57 0.33 1.27
C -0.18 -1.48 -3.20
C 2.00 1.00 -2.60
C -0.17 0.38 -0.73
C -2.23 0.83 -0.18
C 1.68 1.50 -0.06
C 0.43 0.19 -0.81
C 1.68 -0.24 -1.68
C 1.44 0.17 -0.74
C 1.52 -0.82 -0.48
C -3.53 0.26 -2.26
C -1.67 -0.70 -0.31
C 1.32 -0.30 -0.56
C -2.57 -1.35 -0.19
C 0.27 1.33 -0.75
C 3.19 -2.54 -0.12
C 0.48 -0.56 -0.82
C 1.93 -2.90 -2.14
C -0.76 0.61 -1.57
C 0.99 0.99 -0.11
C -0.94 0.53 2.46
C -0.95 -1.91 1.70
C -0.98 0.15 1.62
C -1.49 0.77 0.14
C -0.89 1.48 3.26
C 1.00 2.14 1.55
C -2.53 0.50 -0.79
C -1.84 3.88 0.63
H -0.05 -0.07 0.14
H 0.13 0.05 0.43
H -0.30 -0.26 0.16
H -0.16 -0.28 0.61
H 0.07 0.14 -0.01
H -0.05 0.15 -0.22
H -0.37 0.02 0.44
H 0.08 -0.22 0.09
H -0.25 -0.44 0.24
H 0.02 0.05 -0.19
H -0.22 -0.14 -0.06
H -0.18 -0.46 0.07
H -0.04 -0.16 -0.25
H -0.05 0.10 0.04
H 0.29 -0.02 0.14
H 0.09 0.18 0.26
H -0.26 0.12 -0.63
H -0.33 0.62 0.19
H 0.21 0.02 -0.03
H -0.26 -0.04 -0.40
H 0.26 0.01 0.30
H -0.10 -0.12 0.13
H -0.35 0.27 0.00
H 0.53 -0.21 0.33
H 0.57 -0.68 -0.26
H 0.16 -0.35 0.35
H 0.08 -0.07 0.04
H -0.39 -0.14 -0.07
H -0.36 0.18 0.11
H 0.02 -0.13 0.03
H 0.03 -0.16 0.31
H 0.09 -0.52 -0.04
H 0.05 -0.32 -0.54
H -0.27 0.16 0.63
H 0.20 0.00 0.26
H 0.47 -0.36 -0.01
H 0.20 -0.01 0.11
H 0.08 -0.29 -0.19
H 0.75 0.61 -0.30
H -0.24 -0.11 0.22
H -0.21 -0.04 -0.11
H -0.20 0.05 -0.20
H -0.12 0.12 0.05
H -0.50 0.46 0.27
H 0.55 -0.09 -0.95
H 0.24 -0.41 -0.14
H 0.12 0.02 0.37
H 0.23 -0.20 0.18
H -0.42 0.17 0.00
H 0.28 -0.13 -0.36

=====

Entry 2:
Formula: C38H51BO2S2
Source: the OMol25 dataset
Level of theory: the ωB97M-V functional and the def2-TZVPD basis

Calculated values
HOMO energy = -7.235 eV
spin multiplicity = 1
LUMO level = -0.0754 hartree
energy relative to the best compared isomer or geometry (same formula, charge and spin) = 279.5 kJ/mol
HOMO-LUMO gap = 5.18 eV

Last column: Löwdin charge in e.
Element x y z (Å)
S1 1.26821 -3.43246 -2.87945  1.093
S2 0.26172 0.91864 -4.01849  1.091
O1 2.46177 -0.69755 -2.97399  -0.002
O2 1.94461 -0.69272 -0.68862  0.023
C1 -2.13892 -1.65433 3.37343  -0.028
C2 -3.50021 -2.52424 0.40711  -0.027
C3 0.15356 3.08453 -2.67944  -0.147
C4 -0.85853 -1.95325 -2.86924  -0.182
C5 1.19747 -0.65895 2.21018  -0.179
C6 -2.76204 -1.17370 0.40145  -0.274
C7 -1.22505 -1.36593 0.39622  -0.106
C8 2.91168 1.60500 4.76154  -0.035
C9 1.97635 -0.20568 3.27370  -0.003
C10 0.45443 -1.94627 -2.43468  -0.393
C11 0.02931 2.62561 -3.97401  -0.608
C12 3.60785 -0.13187 -2.33933  -0.452
C13 0.25874 1.61471 2.02113  -0.160
C14 3.74948 1.28710 -2.85432  -0.013
C15 -2.95821 -0.49532 2.87570  -0.191
C16 1.09505 2.01570 3.06193  0.007
C17 0.50734 2.05618 -1.73053  -0.226
C18 -0.06282 -5.22868 -4.57400  -0.124
C19 1.98115 1.13394 3.68650  -0.238
C20 1.33550 -2.10171 1.82514  -0.033
C21 -0.17973 3.42048 -5.20788  -0.120
C22 -0.44362 -0.11481 0.38150  0.154
C23 0.43736 0.77898 -2.22933  -0.307
C24 3.28841 -0.21263 -0.75270  -0.421
C25 -3.24336 -0.24146 1.51783  -0.112
C26 3.36211 1.11823 -0.02571  0.000
C27 -4.47653 1.74251 2.19708  -0.022
C28 -0.78612 2.57452 1.54489  -0.012
C29 0.33586 0.27272 1.50217  -0.096
C30 -4.79598 2.32848 4.63661  -0.055
C31 -1.18719 -3.13673 -3.60686  -0.133
C32 4.16491 -1.19392 0.00329  -0.013
C33 -3.42273 0.38170 3.85592  -0.012
C34 4.80754 -0.95692 -2.77923  -0.017
C35 -0.12023 -4.00427 -3.74616  -0.599
C36 -3.99417 0.90965 1.19042  -0.220
C37 -4.22020 1.48350 3.54213  -0.275
C38 -4.27714 1.28400 -0.24341  -0.039
B1 1.42984 -0.76520 -1.98860  -1.015
H1 3.88056 1.26041 -3.94153  0.097
H2 3.79959 2.09971 4.34170  0.097
H3 -1.07496 -5.51700 -4.86324  0.075
H4 0.76412 3.87609 -5.53239  0.080
H5 -2.33091 -1.79729 4.44702  0.087
H6 2.61379 -0.92020 3.79887  0.127
H7 5.21090 -0.87377 -0.05775  0.091
H8 -5.07616 2.61482 1.92084  0.119
H9 1.37152 -2.21759 0.73746  0.089
H10 1.03945 3.04910 3.40800  0.126
H11 4.39299 1.49878 -0.04114  0.099
H12 2.85056 1.87409 -2.64414  0.071
H13 4.62932 1.76912 -2.40830  0.091
H14 2.41479 2.33068 5.41490  0.086
H15 -4.57108 -2.37150 0.59439  0.094
H16 0.52611 -5.04614 -5.48143  0.080
H17 -0.90118 4.22039 -5.02006  0.077
H18 4.93437 -0.85666 -3.86228  0.092
H19 3.06990 0.97356 1.02182  0.071
H20 -4.86082 2.21410 -0.26640  0.080
H21 4.65983 -2.01702 -2.54957  0.087
H22 -5.18282 3.27054 4.23303  0.076
H23 3.25941 0.76158 5.36661  0.082
H24 -0.96653 -1.97350 1.26399  0.078
H25 -4.03883 2.55269 5.39852  0.081
H26 -1.05870 -1.45498 3.29624  0.071
H27 -2.16373 -3.32551 -4.05232  0.103
H28 2.68735 1.86304 -0.45683  0.072
H29 0.69930 2.27164 -0.69027  0.072
H30 -1.76418 2.36187 2.00231  0.085
H31 -0.92500 2.56082 0.45955  0.070
H32 -0.50328 3.59650 1.83366  0.094
H33 -2.37234 -2.60315 2.87942  0.072
H34 -0.74840 0.60067 -0.35882  0.094
H35 -3.11572 -3.20781 1.17317  0.070
H36 -1.55547 -1.13240 -2.70164  0.100
H37 2.27922 -2.49496 2.23098  0.090
H38 -5.62410 1.81479 5.14677  0.087
H39 3.88138 -1.20669 1.06199  0.071
H40 -3.39585 -3.01673 -0.56872  0.086
H41 -3.35433 1.47014 -0.81776  0.086
H42 5.72078 -0.58941 -2.29461  0.088
H43 -0.90862 -1.94839 -0.48025  0.125
H44 4.05465 -2.20840 -0.39692  0.099
H45 0.02583 4.13603 -2.41521  0.101
H46 -4.86270 0.51389 -0.76745  0.091
H47 0.40515 -6.04162 -4.01100  0.071
H48 -3.00360 -0.70167 -0.55914  0.115
H49 -0.55188 2.77895 -6.01164  0.066
H50 0.54698 -2.74258 2.25004  0.090
H51 -3.17414 0.18345 4.89969  0.119

Atomic forces in eV per Å
S -1.13 0.58 -0.47
S -0.63 0.48 1.35
O 0.98 -0.12 0.91
O 0.91 -0.37 0.79
C 0.21 -0.33 0.48
C 0.13 -0.13 -0.14
C 0.32 0.06 -0.34
C 0.91 -0.67 0.07
C -0.45 0.29 0.22
C -0.14 0.66 -0.46
C 0.88 -1.05 0.26
C 0.06 0.01 0.25
C -0.23 0.05 -0.25
C -0.39 -0.47 -0.09
C 0.31 -0.24 1.33
C -0.38 -0.15 0.06
C 0.30 -0.22 -0.34
C 0.24 0.40 0.05
C -0.06 0.32 -0.06
C -0.12 -0.20 -0.06
C -1.35 -0.02 -0.87
C 0.05 -0.33 -0.05
C -0.29 -0.10 -0.47
C 0.43 -0.53 0.03
C -0.06 0.18 -0.26
C -1.22 -0.18 2.02
C 1.60 -0.56 -1.81
C 0.03 -0.03 -0.40
C 0.07 0.17 0.16
C 0.13 0.44 0.07
C -0.07 -0.01 0.22
C -0.12 0.51 -0.06
C 0.80 0.10 0.77
C -0.11 0.28 0.20
C 0.58 -0.39 -0.04
C 0.25 -0.22 -0.05
C -0.28 0.19 -0.25
C 0.22 0.03 0.16
C -0.68 0.85 0.56
C 0.27 -0.33 -0.03
C 0.24 -0.32 -0.17
C -0.17 0.25 -0.21
B -2.42 1.32 -1.29
H 0.01 -0.05 0.17
H -0.25 -0.14 -0.03
H 0.11 -0.12 -0.04
H -0.20 -0.06 -0.04
H -0.01 0.01 -0.31
H -0.10 0.18 -0.24
H -0.08 -0.22 0.04
H 0.17 -0.25 0.09
H -0.10 -0.05 0.26
H -0.03 -0.25 -0.08
H -0.25 0.04 0.02
H 0.23 -0.04 -0.02
H -0.17 0.09 -0.12
H 0.11 -0.13 -0.09
H 0.26 0.03 -0.02
H -0.10 -0.15 0.13
H 0.06 -0.03 -0.15
H -0.08 -0.02 0.16
H 0.11 0.00 -0.16
H 0.14 -0.26 -0.05
H 0.09 0.19 -0.02
H 0.06 -0.13 0.16
H -0.04 0.18 -0.06
H 0.02 0.21 -0.28
H -0.16 0.01 -0.15
H -0.31 -0.08 -0.09
H 0.26 0.02 0.02
H 0.32 -0.15 0.02
H 0.08 0.04 0.06
H 0.27 -0.09 -0.05
H -0.03 -0.06 0.14
H -0.11 -0.26 -0.11
H 0.16 0.27 0.09
H 0.01 0.42 -0.12
H -0.12 0.13 -0.21
H 0.27 -0.11 -0.13
H -0.24 0.14 -0.15
H 0.19 0.10 -0.17
H 0.01 0.02 -0.16
H 0.07 0.07 0.23
H -0.27 -0.13 0.14
H -0.05 -0.17 -0.10
H -0.28 -0.02 -0.18
H 0.12 0.18 0.08
H 0.13 -0.21 -0.09
H 0.22 0.19 0.10
H -0.09 -0.08 -0.22
H -0.02 -0.02 0.25
H 0.02 0.22 0.01
H 0.12 0.31 -0.12
H -0.11 0.01 -0.20

=====

> What is the spin multiplicity in the second record?

1

=====

> Look up the HOMO-LUMO gap of the first one.

8.15 eV